A 9-piece molecular cluster, C23H65F6N3O11P overall, computed with ωB97M-V/def2-TZVPD.

Structure (ORCA input):
```
! RIJCOSX wB97M-V def2-TZVPD def2/J DEFGRID3
* xyz 0 2
P -1.29476 0.81190 -0.11904
F -0.63035 -0.29371 -1.20398
F -0.81913 -0.12323 1.09639
F 0.18284 1.55765 0.06406
F -1.91923 1.96302 0.80159
F -1.67342 1.85246 -1.35514
F -2.69572 0.13127 -0.16070
C -0.30806 -9.40925 -1.68992
O -0.23869 -7.98441 -1.52368
C -0.58804 -7.23049 -2.72048
C -0.23113 -5.81204 -2.35865
N -1.08432 -5.32373 -1.33836
C -1.01577 -3.82408 -1.16929
C -1.50867 -3.47878 0.23328
O -0.78887 -4.29328 1.19234
C -1.11125 -3.81940 2.51061
H 0.19640 -9.66846 -2.62075
H -1.36398 -9.67963 -1.68729
H 0.04743 -9.84566 -0.75650
H -1.61427 -7.28602 -3.08359
H 0.00466 -7.45624 -3.60696
H -0.37678 -5.12482 -3.19208
H 0.80469 -5.68267 -2.04492
H -0.85364 -5.77069 -0.46251
H -1.75164 -3.36429 -1.82898
H -0.04924 -3.38676 -1.41959
H -2.58477 -3.63863 0.30073
H -1.41810 -2.40056 0.36492
H -2.18135 -3.78272 2.71469
H -0.69384 -2.82333 2.65796
H -0.79473 -4.56996 3.23489
C 1.79503 1.89311 3.03016
O 1.83528 1.03915 4.05853
C 1.30522 -0.22224 3.77275
C 2.34315 -1.32140 3.31951
N 3.21466 -1.66708 4.47751
C 4.31262 -2.52208 3.99695
C 5.61103 -2.12398 4.71446
O 5.56551 -1.96499 6.13841
C 5.21492 -3.19098 6.85349
H 0.84985 2.30343 2.67467
H 2.29965 1.38426 2.20886
H 2.37303 2.80696 3.16755
H 0.62020 -0.20216 2.92514
H 0.68865 -0.63793 4.56970
H 2.83903 -1.11465 2.37110
H 1.70462 -2.14655 3.00410
H 3.54567 -0.91663 5.06688
H 4.44102 -2.32150 2.93329
H 4.11492 -3.57731 4.18538
H 5.94857 -1.17290 4.30260
H 6.35634 -2.90458 4.56193
H 5.74910 -4.09374 6.55723
H 4.16247 -3.47421 6.83775
H 5.51661 -2.90610 7.86142
C 0.13104 8.01121 -1.65278
O -0.30342 7.04334 -2.56566
C -1.68320 7.22259 -2.97783
C -2.05302 6.08132 -3.88266
N -1.48993 4.80719 -3.44193
C -1.60784 3.83463 -4.51996
C -0.62596 2.65935 -4.26061
O 0.66045 3.17949 -3.95962
C 1.68062 2.21541 -3.60843
H 1.21860 7.98527 -1.58474
H -0.34511 7.95925 -0.67366
H -0.00370 9.05509 -1.93607
H -1.84723 8.18596 -3.46064
H -2.23260 7.06403 -2.04987
H -1.76094 6.43479 -4.87152
H -3.12627 5.98496 -3.71845
H -2.29586 4.55130 -2.88956
H -1.48239 4.28075 -5.50654
H -2.65413 3.54112 -4.60501
H -0.57025 2.10289 -5.19621
H -0.98918 1.95499 -3.51225
H 2.52799 2.77596 -3.21367
H 2.02456 1.47579 -4.33147
H 1.28867 1.64949 -2.76332
C 0.24637 4.68868 0.17751
O 0.04892 4.15583 -1.14439
H -0.36043 5.57098 0.38113
H -0.20586 4.05679 0.94191
H 1.24018 4.95794 0.53520
H -0.34055 3.29296 -0.98515
C -2.25829 1.04986 3.98061
O -2.47224 2.03556 4.96159
H -2.05886 0.09993 4.47655
H -3.23736 1.10514 3.50471
H -1.50545 1.32778 3.24298
H -1.61453 2.31926 5.28631
C 2.51106 -0.33407 -1.14943
O 1.68809 -1.14384 -0.34530
H 3.56503 -0.47142 -0.90784
H 2.47777 -0.80500 -2.13189
H 2.01792 0.63557 -1.21805
H 0.81484 -0.75629 -0.25128
C -0.63926 -0.75416 -4.07373
O -1.08046 -0.41978 -5.34398
H -0.79198 -1.82710 -3.95724
H 0.40107 -0.49181 -3.88136
H -1.34670 -0.29133 -3.38568
H -2.03770 -0.41502 -5.27128
C -5.92163 1.74509 0.38695
O -4.92507 2.74705 0.69440
H -5.49080 0.89375 -0.14003
H -6.21847 1.37572 1.36856
H -6.81608 2.14027 -0.09461
H -4.20375 2.26591 1.10646
*
```

Results
HOMO energy (alpha / beta)	-0.2778 / -0.2778	Eh
HOMO-LUMO gap (alpha / beta)	6.845 / 1.716	eV
LUMO level (alpha / beta)	-0.7 / -5.8	eV